33
Properties=species:S:1:pos:R:3:forces:R:3:lowdin_spin:R:1 method="wB97M-V/def2-TZVPD" multiplicity=2 lumo_energy_ha="0.017 / 0.012" e_homo_ev="-3.12 / -9.48" largest_force_ev_per_a=4.7 gap_ev="3.57 / 9.80" e_above_lowest_ev=3.315 s_squared=0.751
C 1.1877 1.4055 -0.8733 -1.59 0.89 2.37 0.032
N -0.0921 0.8080 -0.3441 -1.43 0.80 -0.99 0.016
C -0.9276 1.6487 0.5698 -0.91 -0.72 0.24 0.008
C -2.4888 1.4878 0.3079 0.78 3.22 1.31 0.006
C -2.9273 2.3304 -0.8565 -0.29 1.35 3.33 0.003
O -3.0177 1.9618 -1.9637 -0.10 -0.72 -2.66 0.009
C 2.4041 0.6286 -0.3645 -0.43 -1.14 -0.17 0.081
N 1.9951 -0.9187 -0.1902 0.23 -0.04 0.61 0.137
H 1.2045 2.4783 -0.3857 0.34 -1.80 -1.50 0.003
H 1.0465 1.3747 -1.9238 0.57 0.46 -1.07 0.016
H -0.7364 0.4996 -1.1286 1.44 0.76 0.78 0.010
H -0.6667 2.7728 0.7048 -0.19 -1.89 -0.55 0.001
H -0.8873 1.1321 1.5202 0.60 0.53 0.67 0.004
H -2.9755 1.9213 1.2505 0.59 -0.47 -1.24 0.001
H -2.8931 0.5392 0.1975 0.00 -2.25 -0.23 0.004
H -3.2157 3.3699 -0.4992 0.25 -0.26 -0.75 0.000
H 3.3084 0.7250 -1.0022 -0.79 -0.44 0.20 0.026
H 2.6584 1.0002 0.6124 0.06 -0.35 0.35 0.005
H 2.1194 -1.5148 -1.0627 0.25 0.33 -0.10 0.169
H 0.9554 -1.0276 -0.0153 1.00 0.66 0.00 0.026
H 2.4802 -1.4673 0.6075 -0.45 1.13 -1.15 0.073
H -1.5980 -2.7564 -0.8332 0.64 0.20 0.25 0.012
H -1.0818 -1.3317 -0.7124 0.24 -1.07 0.34 0.009
O -0.9616 -2.2251 -0.3214 -0.74 0.23 1.26 0.056
H -0.2711 -2.7099 1.5175 -0.18 0.17 -0.84 0.010
H -1.1202 -3.2528 2.6066 -2.13 -0.93 0.42 0.003
O -0.2884 -2.8873 2.4536 2.27 0.81 0.43 0.026
H 2.8099 -0.8668 2.9469 -0.58 -1.40 0.09 0.011
H 3.2798 0.4395 3.2420 0.43 1.19 0.58 0.005
O 3.1559 -0.1175 2.4886 0.16 0.13 -0.42 0.030
H 0.0022 -2.0856 -2.8441 -2.12 0.88 0.28 0.087
H -1.5805 -1.7440 -3.1288 -2.41 -0.79 -2.97 0.015
O -0.8777 -1.6181 -2.5761 4.50 0.54 1.12 0.108


33
Properties=species:S:1:pos:R:3:forces:R:3:lowdin_charge:R:1 method="wB97M-V/def2-TZVPD" lumo_energy_ha=-0.092 e_homo_ev=-13.72 largest_force_ev_per_a=8.6 gap_ev=11.22 e_above_lowest_ev=4.615 total_charge=+1
C 0.2415 2.9565 1.7439 -1.56 2.15 -2.23 -0.275
O 0.0840 1.9906 2.7518 0.52 -0.06 -0.14 -0.073
C 0.1257 2.2986 0.2939 0.82 -2.58 0.74 -0.136
C 1.4276 1.2757 0.2116 -0.41 3.56 1.09 -0.182
C 1.3454 0.3918 -1.0229 0.51 -4.09 1.60 -0.116
N 0.8148 -2.3170 -2.3779 -0.13 3.09 2.18 0.193
C 0.1853 -1.9874 -1.2113 1.57 2.89 -1.42 -0.175
N 0.4348 -0.8236 -0.5983 -1.69 1.25 2.23 0.020
H 1.1646 3.6554 1.7991 -0.94 -1.66 0.07 0.145
H -0.6103 3.7069 1.8345 0.88 -0.82 -0.19 0.130
H -0.4958 2.4118 3.3831 -0.10 -0.21 0.53 0.091
H 0.1275 3.0313 -0.5309 0.37 -0.12 0.51 0.107
H -0.7847 1.6060 0.0586 1.17 1.61 1.38 0.102
H 2.2353 2.0568 0.2503 -0.15 -0.99 -1.06 0.122
H 1.6166 0.9055 1.2724 -0.69 -0.75 -1.69 0.115
H 0.9009 0.8771 -1.8862 0.17 0.02 -0.08 0.108
H 2.2489 -0.2729 -1.2382 -0.38 1.93 -0.11 0.138
H 1.4037 -1.5763 -2.8072 -0.64 -1.22 0.36 0.133
H 0.6478 -3.1463 -2.8643 -0.44 -1.20 -0.69 0.100
H -0.5612 -2.5662 -0.7414 -0.59 -0.72 -0.40 0.127
H 0.0660 -0.7031 0.4830 0.97 -0.80 -3.63 0.189
H -1.5720 0.8272 -1.3051 0.96 -0.71 2.64 -0.073
H -1.5221 1.9578 -2.3589 -0.88 -1.89 0.59 0.090
O -1.9001 1.0510 -2.1269 -0.30 2.43 -3.52 -0.049
H -0.7720 -1.0622 2.8630 3.86 -0.87 -0.73 0.172
H 0.8174 -0.8059 2.8225 3.88 4.52 2.08 -0.049
O 0.2068 -1.3860 2.5879 -7.77 -3.49 -1.42 -0.032
H -3.8617 -0.8006 -1.6097 0.10 -0.19 0.21 0.032
H -3.5675 -2.2744 -1.1639 -0.31 1.76 0.52 0.065
O -3.6325 -1.3314 -0.8306 0.34 -1.55 -0.72 -0.092
H 1.4521 -3.9026 0.4427 0.08 -0.25 -0.06 0.090
H 0.8659 -2.9018 1.3852 -0.23 0.89 2.39 0.009
O 0.8670 -3.1424 0.4904 1.01 -1.94 -1.04 -0.026